# 1
23
Properties=species:S:1:pos:R:3 method="wB97M-V/def2-TZVPD" relative_energy_ev=0.000 largest_force_ha_per_bohr=0.074 total_energy_ev=-41921.6203 lumo_ha="-0.0200 / -0.0199" orbital_gap_ev="6.6 / 6.6"
C -1.80830 1.08046 -0.40192
C -0.26368 -0.88425 0.03617
C 0.28738 -1.01804 1.42966
C -1.68636 -0.40439 -0.21077
C 1.20921 0.07402 1.82016
N 0.88339 1.38866 2.22245
O -2.80238 1.55049 -1.13739
O -1.06882 1.87645 0.17159
P 2.46809 -0.47389 -1.91182
S -2.59228 -1.40595 -1.42692
S 2.75590 0.81230 -0.37362
H 0.56133 -0.34023 -0.51080
H -0.14755 -1.91867 -0.46475
H 0.87080 -1.96772 1.55490
H -0.43687 -1.25189 2.21677
H -2.20614 -0.58238 0.79795
H 2.24676 -0.27976 1.90650
H 0.01174 1.84114 1.77057
H -3.33637 0.88463 -1.63073
H 1.58203 2.13141 2.14180
H 3.57361 -0.19720 -2.72024
H 1.58787 0.40282 -2.85020
H -1.68933 -1.31801 -2.42935

***

# 2
75
Properties=species:S:1:pos:R:3 method="wB97M-V/def2-TZVPD" spin_multiplicity=2 relative_energy_ev=0.000 largest_force_ha_per_bohr=0.019 total_energy_ev=-246278.1355 lumo_ha="0.1520 / 0.1206" charge=-2 orbital_gap_ev="6.7 / 5.8"
Ga -1.54599 -0.48792 -0.38579
S 0.18084 3.64136 3.37165
Sb -0.51400 4.45595 1.34885
S -3.21551 2.64110 -0.01836
S -1.36690 1.95026 -0.14177
S 1.48904 4.96345 0.25348
Cl -5.15595 -1.49255 0.96390
Ge -4.58303 -0.24003 -0.91266
Cl -5.37428 -1.74931 -2.49287
Cl -6.49654 1.01965 -0.97862
C -1.33467 -1.26168 -3.26384
O -1.84184 -0.55478 -2.18064
H -2.14543 -1.80978 -3.75994
H -0.55222 -1.97976 -2.97898
H -0.89616 -0.56672 -3.99820
C -2.70289 -3.65970 -1.13862
Si -1.89856 -3.52485 0.53255
C -2.94439 -4.55303 1.70320
C -0.23879 -4.41652 0.39444
C -1.44185 -1.81304 1.12945
Si -1.90893 -1.20783 2.85112
C -0.30651 -1.34806 3.83366
C -3.16637 -2.21440 3.81715
C -2.47510 0.55627 2.92403
H -2.83052 -4.71270 -1.41413
H -2.10780 -3.17009 -1.91799
H -3.68965 -3.18957 -1.14317
H -3.16831 -5.51761 1.22473
H -3.89634 -4.05041 1.91742
H -2.43088 -4.75019 2.65403
H -0.35093 -5.43669 0.00292
H 0.25460 -4.47926 1.37490
H 0.43504 -3.86501 -0.27643
H -0.34946 -1.85296 1.16306
H 0.06336 -2.38263 3.83153
H -0.45457 -1.03755 4.87597
H 0.47740 -0.70801 3.40703
H -2.79532 -3.21838 4.05873
H -4.10945 -2.31080 3.27028
H -3.36840 -1.69009 4.76033
H -1.72266 1.22741 2.50514
H -2.63659 0.88037 3.95800
H -3.40912 0.68766 2.36377
C 3.20893 1.18542 -4.44630
C 3.07044 2.71188 -4.35587
C 2.50287 3.22217 -3.03074
C 1.06817 2.77976 -2.72331
N 0.97146 1.39443 -2.27551
C 1.25295 0.93043 -1.05113
S 1.08471 -0.77499 -0.81382
N 1.67433 1.77162 -0.11837
C 1.85996 1.41098 1.29441
C 3.27008 0.89669 1.61547
C 4.28902 2.00594 1.89948
C 4.54494 2.93651 0.71083
H 3.88571 0.90301 -5.25928
H 2.24711 0.70106 -4.63727
H 3.60437 0.77061 -3.51378
H 2.43839 3.06652 -5.17567
H 4.05885 3.15895 -4.49330
H 2.50978 4.31486 -3.03445
H 3.14719 2.89503 -2.20607
H 0.43785 2.88003 -3.60923
H 0.66548 3.44168 -1.95431
H 0.58247 0.70302 -2.88714
H 1.57944 2.78526 -0.28914
H 1.12820 0.64902 1.54362
H 1.63284 2.30347 1.88051
H 3.60886 0.27798 0.78017
H 3.19980 0.24531 2.49178
H 5.23193 1.53693 2.20114
H 3.92932 2.60041 2.74449
H 4.79182 2.35651 -0.18708
H 5.37967 3.61395 0.91846
H 3.66868 3.55400 0.49209

***

# 3
19
Properties=species:S:1:pos:R:3 method="wB97M-V/def2-TZVPD" spin_multiplicity=3 relative_energy_ev=1.818 largest_force_ha_per_bohr=0.090 total_energy_ev=-6511.3922 lumo_ha="-0.1312 / -0.3017" charge=+1 orbital_gap_ev="6.3 / 6.7"
B -1.07984 -1.71911 0.68038
C -1.76871 0.43989 -0.80335
C 0.31995 0.86729 0.96474
C 1.35967 0.90850 -0.13446
C -1.14945 -0.07372 0.52400
N 1.80256 -0.55136 -0.53622
H -0.29376 -2.31115 1.21778
H -2.12477 -2.20466 0.33299
H -1.17647 0.32552 -1.74099
H -1.91693 1.63556 -0.74036
H -2.63372 -0.07054 -0.95324
H 0.03994 1.81805 1.42749
H 0.95824 0.30754 1.71245
H 1.12798 1.57298 -1.05044
H 2.26159 1.46637 0.25967
H -1.82498 0.25770 1.32718
H 2.55563 -0.36330 -1.25207
H 1.08829 -1.09772 -1.02375
H 2.19483 -1.01684 0.29631

***

# 4
10
Properties=species:S:1:pos:R:3 method="wB97M-V/def2-TZVPD" relative_energy_ev=4.426 largest_force_ha_per_bohr=0.078 total_energy_ev=-25311.4000 lumo_ha="-0.0411 / -0.0404" orbital_gap_ev="7.2 / 7.2"
C 0.24620 -0.76630 0.06864
C -0.69527 1.61545 -0.00556
N 0.25452 -2.06184 -0.03120
S 2.57018 0.58909 -0.01919
S -1.30583 -0.07580 0.06481
H -1.13343 2.14878 0.82567
H -0.89661 2.05298 -1.09971
H 0.28125 1.64755 0.30973
H 1.13589 -2.44319 0.22169
H -0.45691 -2.70673 -0.33488

***

# 5
20
Properties=species:S:1:pos:R:3 method="wB97M-V/def2-TZVPD" relative_energy_ev=3.307 largest_force_ha_per_bohr=0.163 total_energy_ev=-12889.5230 lumo_ha=0.0209 orbital_gap_ev=9.3
C -0.60782 0.04000 3.18885
C 0.39184 0.96489 1.14148
N -0.62078 1.66955 0.59510
N 0.00133 -0.26212 1.92781
N 1.80565 1.08760 1.25795
H 1.51842 -2.47008 -2.16506
H -0.54914 2.59171 0.02607
H -0.42927 -0.82641 1.22138
H 2.17087 2.04493 0.97244
H 2.25995 0.29049 0.77327
H -1.74319 0.04025 3.19979
H -0.61668 1.14410 3.40160
H -0.14814 -0.64034 3.91550
C -0.70479 -0.35000 -3.18293
C -0.11750 -1.46867 -2.31886
O 1.25016 -1.68858 -2.42454
O -0.89796 -2.07109 -1.55701
H -1.49226 -0.72550 -3.89381
H -0.10629 0.38196 -3.61990
H -1.36438 0.24730 -2.45911

***

# 6
12
Properties=species:S:1:pos:R:3 method="wB97M-V/def2-TZVPD" spin_multiplicity=3 relative_energy_ev=0.000 largest_force_ha_per_bohr=0.171 total_energy_ev=-12567.9067 lumo_ha="-0.1714 / -0.2204" charge=+1 orbital_gap_ev="7.7 / 8.9"
H -1.56129 0.79811 -0.37629
C -0.92270 0.91793 0.51629
C 0.52462 0.99831 0.16601
O 0.82593 0.21834 -1.06248
C 1.11681 -1.00954 -0.81414
O 1.31697 -1.66728 -1.91658
Pt 0.73538 -0.82247 1.25828
O -1.11052 -0.28602 1.29767
H -1.17144 1.77030 1.16797
H -2.26915 -0.27847 1.31831
H 1.03664 1.95996 0.16911
H 1.47877 -2.59917 -1.72415

***

# 7
11
Properties=species:S:1:pos:R:3 method="wB97M-V/def2-TZVPD" relative_energy_ev=0.090 largest_force_ha_per_bohr=0.059 total_energy_ev=-19562.1264 lumo_ha=-0.2453 charge=+1 orbital_gap_ev=8.3
C 0.41189 1.86604 0.27175
C 0.53081 -0.21286 -0.77771
C -0.92546 -0.55064 1.21049
C 0.92233 1.05001 -0.72677
C -0.25498 -1.08433 0.15429
N -0.04876 2.37959 1.17959
O -1.52573 -0.15251 2.04942
F 1.76561 1.46669 -1.64471
I -2.15826 -2.00499 -0.68599
H 1.02625 -0.70535 -1.57843
H 0.25631 -2.05165 0.54809

***

# 8
8
Properties=species:S:1:pos:R:3 method="wB97M-V/def2-TZVPD" relative_energy_ev=2.651 largest_force_ha_per_bohr=0.082 total_energy_ev=-13925.8820 lumo_ha="-0.0512 / -0.0512" orbital_gap_ev="6.8 / 6.8"
C 0.11479 0.01282 0.14129
N -0.03233 0.41040 -1.22797
O -0.82022 3.26302 -2.08871
P 0.37263 2.76275 -1.40774
H 1.18559 -0.08820 0.45119
H -0.43082 0.86128 0.82221
H -0.39807 -0.86565 0.39286
H -1.02177 0.30163 -1.43734